[1]
Entry from the Open Molecules 2025 dataset: C45H62Cl4CsN2O6P3Si as an isolated structure (ωB97M-V with the def2-TZVPD basis set).

```
! RIJCOSX wB97M-V def2-TZVPD def2/J DEFGRID3
* xyz -2 1
Cs -1.437 2.461 -2.323
C 3.356 1.690 -2.394
C 3.555 0.156 -2.506
C 4.665 -0.207 -3.569
P 1.919 -0.776 -2.439
C 1.378 -1.004 -4.199
C 1.223 0.367 -4.827
C 0.088 -1.848 -4.300
C 2.439 -2.412 -1.923
C 3.228 -3.109 -2.825
C 4.104 -4.120 -2.451
C 4.178 -4.432 -1.083
C 3.295 -3.841 -0.157
C 2.394 -2.822 -0.557
Si 1.125 -2.617 0.743
C 1.571 -3.231 2.555
C 1.548 -4.463 3.279
C 2.403 -4.644 4.348
C 3.351 -3.632 4.662
C 3.346 -2.416 3.995
C 2.374 -2.241 3.028
P 2.316 -0.815 1.845
C 4.033 0.012 2.031
C 5.244 -0.925 1.861
C 4.106 1.279 1.149
C 1.209 0.464 2.467
C 0.673 0.090 3.868
C 0.185 0.752 1.403
C -0.686 -2.839 0.159
C -0.795 -4.000 -0.683
C -1.916 -4.282 -1.465
C -3.011 -3.482 -1.429
C -3.036 -2.430 -0.526
C -1.953 -2.164 0.380
P -2.240 -1.073 1.808
C -2.961 -2.388 2.940
C -1.853 -3.169 3.689
C -3.995 -3.278 2.260
C -3.758 0.044 1.649
C -3.982 0.679 3.017
C -5.127 -0.269 0.993
H 4.070 2.208 -1.675
H 2.317 1.926 -2.037
H 3.470 2.222 -3.333
H 3.987 -0.027 -1.502
H 5.562 -0.607 -3.197
H 4.769 0.769 -4.118
H 4.319 -0.929 -4.368
H 2.131 -1.529 -4.791
H 2.199 0.720 -5.198
H 0.788 1.139 -4.118
H 0.498 0.344 -5.643
H -0.678 -1.557 -3.628
H 0.322 -2.899 -4.032
H -0.291 -1.850 -5.326
H 3.274 -2.739 -3.826
H 4.673 -4.708 -3.136
H 5.001 -5.030 -0.775
H 3.135 -4.359 0.793
H 0.766 -5.139 3.063
H 2.391 -5.540 4.911
H 4.098 -3.824 5.391
H 4.020 -1.613 4.254
H 3.945 0.324 3.122
H 6.022 -0.504 2.468
H 5.573 -0.971 0.783
H 5.038 -1.994 2.264
H 3.435 1.167 0.305
H 5.155 1.526 0.858
H 3.736 2.111 1.693
H 1.868 1.335 2.586
H -0.297 -0.465 3.794
H 0.469 0.991 4.353
H 1.395 -0.475 4.458
H -0.078 -0.134 0.753
H 0.472 1.537 0.669
H -0.736 1.111 1.903
H 0.049 -4.616 -0.851
H -1.886 -5.146 -2.094
H -3.902 -3.561 -2.081
H -3.615 -1.592 -0.600
H -3.568 -1.828 3.692
H -1.085 -3.508 2.908
H -2.382 -4.045 4.135
H -1.405 -2.501 4.431
H -3.546 -4.123 1.755
H -4.548 -2.713 1.495
H -4.680 -3.704 2.990
H -3.331 0.814 0.933
H -4.807 0.193 3.512
H -4.367 1.743 2.859
H -3.161 0.823 3.712
H -5.798 -0.792 1.743
H -5.136 -0.933 0.073
H -5.614 0.738 0.751
O 1.456 5.857 0.244
C 0.531 5.299 -0.455
O 0.664 4.536 -1.422
C -0.829 5.630 0.018
C -1.078 6.788 0.747
C -2.382 7.119 1.119
C -3.357 6.096 0.977
C -3.052 4.939 0.212
N -1.797 4.818 -0.271
C -4.201 3.908 0.029
O -4.989 3.683 0.979
O -4.121 3.416 -1.120
H 2.483 5.269 0.047
H -0.286 7.464 0.956
H -2.601 8.093 1.620
H -4.412 6.219 1.251
O -3.227 0.300 -3.068
H -3.144 0.688 -3.980
H -3.684 -0.528 -3.187
O -4.800 3.777 3.606
H -4.167 4.343 4.073
H -4.729 3.898 2.655
Cl 3.789 4.364 0.085
Cl -2.599 5.134 -7.869
C -3.330 4.876 -6.285
Cl -5.082 4.594 -6.446
Cl -2.898 6.161 -5.152
C -2.696 3.666 -5.666
N -2.054 2.747 -5.248
*
```

Output
ΔE to the lowest compared entry with this formula, charge and spin in kcal per mole: 77.7
HOMO (spin up / spin down) in eV: 0.37 / 1.00

[2]
Entry from the Open Molecules 2025 dataset: C45H63FHfN3O4P2 as an isolated structure (ωB97M-V with the def2-TZVPD basis set).

```
! RIJCOSX wB97M-V def2-TZVPD def2/J DEFGRID3
* xyz 3 1
Hf -0.275 -0.759 -0.273
C 1.167 -1.698 2.091
C 1.745 -0.330 2.159
C 2.679 -0.280 0.972
C 2.297 -1.317 0.150
C 1.417 -2.250 0.856
C 1.300 -3.703 0.430
C 0.879 -3.798 -1.045
C 2.680 -4.360 0.602
C 0.286 -4.461 1.290
C 3.769 0.678 0.504
C 3.104 1.892 -0.154
C 4.649 -0.021 -0.550
C 4.731 1.171 1.584
C 1.984 0.200 3.605
C 1.950 1.731 3.706
C 0.885 -0.329 4.545
C 3.315 -0.347 4.140
H 0.592 -2.140 2.885
H 2.824 -1.604 -0.748
H 1.510 -3.186 -1.694
H -0.174 -3.533 -1.165
H 0.991 -4.829 -1.375
H 3.417 -3.940 -0.077
H 2.590 -5.424 0.402
H 3.048 -4.238 1.616
H -0.682 -3.962 1.298
H 0.635 -4.561 2.313
H 0.148 -5.461 0.888
H 2.516 1.566 -1.013
H 3.864 2.588 -0.499
H 2.454 2.404 0.551
H 4.134 -0.179 -1.494
H 5.016 -0.971 -0.176
H 5.515 0.598 -0.764
H 4.239 1.767 2.339
H 5.488 1.796 1.118
H 5.237 0.334 2.049
H 0.926 2.090 3.762
H 2.428 2.218 2.862
H 2.460 2.035 4.616
H -0.113 -0.211 4.129
H 0.926 0.242 5.469
H 1.047 -1.373 4.801
H 4.156 0.266 3.851
H 3.484 -1.365 3.799
H 3.286 -0.358 5.227
C -0.882 -2.363 -4.032
P -0.322 -0.960 -3.001
C 1.093 -0.384 -4.034
C -1.605 0.326 -3.285
C -2.749 0.084 -4.041
C -3.689 1.083 -4.242
C -3.480 2.346 -3.718
C -2.356 2.594 -2.949
C -1.434 1.587 -2.695
P 0.036 1.843 -1.616
C 0.950 3.008 -2.722
C -0.490 3.089 -0.369
H -1.799 -2.795 -3.637
H -0.108 -3.131 -4.027
H -1.023 -2.024 -5.061
H 0.741 0.055 -4.966
H 1.708 -1.253 -4.268
H 1.710 0.334 -3.498
H -2.920 -0.885 -4.481
H -4.576 0.872 -4.820
H -4.190 3.138 -3.903
H -2.205 3.585 -2.548
H 0.275 3.796 -3.053
H 1.345 2.497 -3.596
H 1.775 3.454 -2.170
H -0.988 3.938 -0.835
H 0.420 3.464 0.100
H -1.116 2.644 0.402
F -5.098 4.704 -0.565
C -5.394 3.392 -0.484
C -4.335 2.534 -0.409
C -4.531 1.151 -0.297
C -3.422 0.247 -0.210
O -2.198 0.588 -0.309
C -3.774 -1.128 -0.041
C -5.067 -1.550 -0.045
N -6.095 -0.690 -0.158
C -7.442 -1.206 -0.242
C -7.883 -2.359 0.605
C -8.414 -0.989 0.884
C -5.859 0.663 -0.275
C -6.921 1.569 -0.380
C -6.743 2.952 -0.455
N -7.815 3.816 -0.524
C -9.085 3.537 0.111
C -10.232 3.804 -0.877
N -9.898 4.991 -1.722
C -8.998 5.923 -1.000
C -7.641 5.243 -0.790
C -2.462 -1.834 -0.052
O -1.981 -2.172 -1.152
O -1.698 -1.700 0.943
H -3.332 2.925 -0.400
H -5.321 -2.597 0.035
H -7.826 -1.156 -1.256
H -7.199 -2.784 1.322
H -8.537 -3.086 0.149
H -8.062 -0.490 1.774
H -9.442 -0.772 0.634
H -7.917 1.167 -0.398
H -9.199 4.172 0.999
H -9.142 2.508 0.454
H -11.150 3.998 -0.320
H -10.397 2.947 -1.531
H -10.758 5.471 -2.011
H -9.414 4.682 -2.574
H -9.472 6.198 -0.055
H -8.857 6.836 -1.581
H -7.125 5.759 0.029
H -7.034 5.356 -1.692
O -0.352 1.027 2.147
C 0.381 0.352 1.479
*
```

Output
ΔE to the lowest compared entry with this formula, charge and spin in kcal per mole: 95.5
HOMO in eV: -14.48

[3]
Entry from the Open Molecules 2025 dataset: C45H65FeIN2PSi6 as an isolated structure (ωB97M-V with the def2-TZVPD basis set).

```
! RIJCOSX wB97M-V def2-TZVPD def2/J DEFGRID3
* xyz 0 6
Fe -0.306 0.875 -0.184
C 3.162 -0.291 0.308
Si 1.984 1.181 0.007
C 2.773 2.400 1.280
C 2.509 2.035 -1.613
C 3.696 1.914 -2.327
C 3.934 2.715 -3.438
C 2.989 3.653 -3.834
C 1.808 3.795 -3.115
C 1.562 2.990 -2.008
Si 0.028 3.083 -0.872
C -1.291 3.964 -1.956
C 0.562 4.443 0.370
H 4.178 0.020 0.054
H 2.922 -1.184 -0.260
H 3.165 -0.544 1.365
H 2.060 2.865 1.954
H 3.502 1.873 1.900
H 3.302 3.201 0.763
H 4.442 1.185 -2.027
H 4.855 2.610 -4.000
H 3.177 4.273 -4.703
H 1.075 4.533 -3.422
H -1.003 5.009 -2.089
H -2.285 3.947 -1.511
H -1.355 3.519 -2.948
H 1.625 4.635 0.232
H 0.393 4.179 1.408
H 0.025 5.371 0.172
I -2.780 1.607 0.362
C -1.772 3.380 2.390
C -2.187 4.669 2.281
C -2.561 5.367 3.446
C -2.631 4.709 4.641
C -2.313 3.334 4.738
C -2.515 2.615 5.932
C -2.231 1.283 5.981
C -1.653 0.634 4.878
C -1.411 1.283 3.690
P -0.332 0.449 2.368
C -0.974 -1.252 2.756
C -0.535 -2.064 3.806
C -1.261 -3.180 4.195
C -2.458 -3.498 3.574
C -2.893 -2.714 2.518
C -2.147 -1.624 2.100
C 1.174 0.582 3.450
C 2.135 -0.417 3.593
C 3.255 -0.232 4.392
C 3.450 0.963 5.062
C 2.511 1.974 4.922
C 1.394 1.785 4.128
C -1.809 2.652 3.585
H -2.225 5.167 1.320
H -2.819 6.417 3.381
H -2.969 5.226 5.532
H -2.905 3.129 6.802
H -2.417 0.710 6.881
H -1.392 -0.402 5.007
H 0.357 -1.813 4.359
H -0.910 -3.784 5.023
H -3.042 -4.344 3.913
H -3.835 -2.934 2.033
H -2.511 -1.034 1.272
H 2.019 -1.365 3.091
H 3.978 -1.032 4.489
H 4.326 1.107 5.681
H 2.642 2.919 5.432
H 0.686 2.598 4.043
C -3.644 1.512 -4.633
N -2.402 1.217 -3.954
C -1.127 1.445 -4.409
C -0.296 1.069 -3.404
N -1.031 0.636 -2.322
C -2.297 0.716 -2.717
H -3.453 1.661 -5.692
H -4.097 2.414 -4.221
H -4.338 0.682 -4.509
H -0.917 1.870 -5.374
H 0.771 1.103 -3.370
H -3.152 0.408 -2.144
C 3.361 -2.278 -2.483
Si 1.598 -1.809 -3.041
C 0.979 -3.322 -4.026
C 1.998 -0.640 -4.500
Si 0.070 -1.250 -1.160
Si -1.893 -2.659 -2.163
C -2.229 -1.958 -3.922
C -3.483 -2.404 -1.147
C -1.915 -4.532 -2.539
Si 0.497 -3.924 -0.203
C -0.934 -4.830 0.650
C 1.670 -3.303 1.144
C 1.455 -5.239 -1.181
H 3.882 -2.799 -3.289
H 3.380 -2.930 -1.608
H 3.941 -1.387 -2.244
H 1.724 -3.615 -4.768
H 0.061 -3.088 -4.567
H 0.783 -4.188 -3.397
H 2.681 -1.147 -5.185
H 2.485 0.284 -4.187
H 1.106 -0.377 -5.069
H -1.498 -1.209 -4.228
H -3.223 -1.513 -3.989
H -2.182 -2.766 -4.653
H -3.567 -1.409 -0.706
H -3.527 -3.129 -0.334
H -4.371 -2.562 -1.764
H -1.044 -4.836 -3.118
H -2.798 -4.759 -3.141
H -1.957 -5.150 -1.644
H -1.831 -4.217 0.690
H -0.668 -5.066 1.681
H -1.185 -5.764 0.146
H 1.372 -2.311 1.467
H 2.702 -3.249 0.795
H 1.642 -3.969 2.010
H 0.814 -5.787 -1.872
H 1.900 -5.966 -0.497
H 2.265 -4.796 -1.761
*
```

Output
⟨S²⟩: 8.856
ΔE to the lowest compared entry with this formula, charge and spin in kcal per mole: 0.0
HOMO (spin up / spin down) in eV: -6.93 / -7.39